Record 1
{"formula": "C32H26AsFMoN3O11S3", "method": "wB97M-V/def2-TZVPD", "symbols": ["Mo", "C", "C", "C", "C", "C", "C", "C", "S", "O", "O", "N", "C", "C", "C", "C", "C", "N", "H", "H", "H", "H", "H", "H", "H", "H", "H", "H", "H", "O", "As", "O", "O", "C", "C", "C", "C", "C", "C", "S", "O", "O", "O", "H", "H", "H", "H", "H", "O", "S", "O", "N", "C", "O", "C", "C", "C", "C", "C", "C", "H", "H", "H", "H", "F", "C", "C", "C", "C", "C", "C", "C", "H", "H", "H", "H", "H", "H"], "coordinates": [[0.01512, 0.66241, -0.48050], [0.37339, -2.10891, 7.41643], [-0.14188, -1.30689, 6.25175], [0.20592, -1.64131, 4.94693], [-0.24100, -0.88869, 3.87134], [-1.04888, 0.21248, 4.10841], [-1.40681, 0.56923, 5.40095], [-0.95348, -0.19482, 6.46347], [-1.68002, 1.15690, 2.74674], [-2.81860, 0.45789, 2.22804], [-1.86481, 2.50514, 3.22715], [-0.48055, 1.07905, 1.66406], [0.66355, 1.81861, 1.90150], [1.16736, 2.39782, 3.06889], [2.36814, 3.07222, 2.97656], [3.05258, 3.16544, 1.76648], [2.49910, 2.55299, 0.66311], [1.34225, 1.90773, 0.75355], [0.64487, -3.11873, 7.11078], [-0.37435, -2.17790, 8.20686], [1.26302, -1.64067, 7.84356], [0.84115, -2.50071, 4.76799], [0.04967, -1.13881, 2.85788], [-2.02776, 1.44081, 5.56017], [-1.23292, 0.07833, 7.47471], [0.62746, 2.33632, 4.00028], [2.78038, 3.53596, 3.86422], [3.99247, 3.69064, 1.68693], [2.96615, 2.55738, -0.31295], [-0.83186, -3.32385, -2.73852], [0.26184, -1.94853, -2.71421], [-0.37760, -1.02603, -1.44383], [0.44133, -1.23729, -4.15698], [1.80136, -2.89143, -2.01911], [2.00637, -4.18074, -2.49648], [3.09564, -4.92596, -2.07026], [3.99302, -4.38833, -1.16229], [3.80146, -3.10437, -0.67713], [2.70792, -2.36215, -1.10311], [2.52002, -0.74524, -0.38861], [1.37912, -0.82039, 0.56632], [3.77373, -0.41786, 0.22551], [2.07561, 0.16391, -1.47482], [-1.74520, -2.99628, -2.75587], [1.29954, -4.60146, -3.19912], [3.24048, -5.92874, -2.45145], [4.84703, -4.96415, -0.82964], [4.49176, -2.65926, 0.02499], [-1.30073, 5.80018, -4.19608], [-2.01481, 4.73425, -3.55088], [-3.20170, 4.22838, -4.17952], [-0.99853, 3.49612, -3.18857], [-0.85430, 3.38053, -1.90528], [-0.08764, 2.54243, -1.31759], [-1.63602, 4.34439, -1.06719], [-1.70757, 4.42046, 0.31116], [-2.55181, 5.37595, 0.86290], [-3.29104, 6.22972, 0.04759], [-3.21199, 6.14875, -1.33929], [-2.37427, 5.18926, -1.86752], [-1.14058, 3.74801, 0.94061], [-2.64229, 5.44461, 1.93918], [-3.94435, 6.96465, 0.50096], [-3.79017, 6.80364, -1.97742], [-4.89530, -3.89580, -2.23004], [-4.23680, -2.75585, -1.89364], [-3.83047, -1.89571, -2.89518], [-3.16246, -0.73208, -2.53283], [-2.89932, -0.41842, -1.19664], [-2.13843, 0.82776, -0.88411], [-3.33138, -1.31790, -0.22274], [-3.99899, -2.48673, -0.56262], [-4.04050, -2.12975, -3.93088], [-2.82310, -0.05473, -3.30843], [-2.57606, 1.37000, -0.04861], [-2.17743, 1.45106, -1.77706], [-3.14039, -1.09990, 0.81831], [-4.33245, -3.18610, 0.19283]], "spin_multiplicity": 3, "orbital_gap_ev": [7.9, 7.9], "largest_force_ev_per_a": 0.51, "charge": -1, "total_energy_ha": -5825.5048, "e_homo_ev": [-5.83, -5.83]}


Record 2
{"formula": "C32H27ClCoN3O5SbSe4", "method": "wB97M-V/def2-TZVPD", "symbols": ["Co", "C", "O", "C", "N", "C", "C", "C", "C", "C", "C", "C", "C", "C", "C", "C", "C", "N", "C", "N", "C", "C", "O", "C", "C", "C", "C", "C", "C", "H", "H", "H", "H", "H", "H", "H", "H", "H", "H", "H", "H", "H", "H", "H", "H", "H", "H", "H", "Se", "Sb", "Se", "Se", "Se", "C", "C", "C", "C", "Cl", "C", "C", "C", "O", "C", "C", "O", "O", "H", "H", "H", "H", "H", "H", "H", "H"], "coordinates": [[-1.02499, -1.16864, -0.47621], [0.29729, 0.15448, 3.63377], [0.70453, -1.17078, 3.31491], [0.11195, -1.44214, 2.14216], [-0.78828, -0.61169, 1.73461], [-0.97710, 0.36431, 2.79601], [-1.23830, 1.77008, 2.33272], [-0.78191, 2.23890, 1.10902], [-1.13705, 3.50086, 0.66293], [-1.93193, 4.31969, 1.44878], [-2.32497, 3.88609, 2.70504], [-1.98842, 2.61721, 3.14085], [0.47777, -2.60904, 1.39004], [1.40417, -3.55067, 1.81458], [1.69533, -4.61756, 0.97298], [1.11218, -4.67384, -0.28532], [0.23060, -3.67066, -0.66355], [-0.12986, -2.67954, 0.18734], [-0.27252, -3.47567, -1.99443], [-0.71831, -2.32063, -2.35399], [-1.05052, -2.36867, -3.76634], [-0.76815, -3.84347, -4.12581], [-0.25657, -4.43576, -2.93367], [-2.45902, -1.86641, -3.95869], [-3.53568, -2.51383, -3.35595], [-4.80649, -1.95829, -3.40427], [-5.00342, -0.73921, -4.03434], [-3.93719, -0.09015, -4.63547], [-2.66895, -0.65234, -4.60184], [1.09363, 0.84727, 3.32851], [0.13338, 0.22636, 4.70782], [-1.85746, 0.01695, 3.37051], [-0.17540, 1.59901, 0.47743], [-0.80571, 3.84584, -0.31313], [-2.26853, 5.26000, 1.03745], [-2.91736, 4.52640, 3.34149], [-2.33497, 2.26120, 4.10245], [1.88091, -3.41174, 2.77385], [2.40257, -5.37378, 1.27677], [1.36640, -5.43143, -1.00994], [-0.36000, -1.68538, -4.28049], [-0.01318, -3.94958, -4.90820], [-1.67520, -4.38179, -4.42146], [-3.37942, -3.46415, -2.84613], [-5.63428, -2.46624, -2.92325], [-5.98783, -0.29283, -4.05607], [-4.07539, 0.88448, -5.09444], [-1.84556, -0.10284, -5.04399], [-3.68467, 4.26920, -1.64082], [-2.57631, 2.27613, -2.44240], [-2.98980, -1.56244, -0.17029], [-2.14461, 0.26605, -1.24438], [-1.72075, 2.84529, -4.64417], [2.40346, 3.76458, 2.48790], [3.41099, 2.65684, 2.46779], [4.30950, 2.47591, 3.50301], [5.24153, 1.45114, 3.45295], [6.34862, 1.24124, 4.77015], [5.29346, 0.59302, 2.37370], [4.39497, 0.75473, 1.33302], [3.45161, 1.77412, 1.37024], [2.52927, 2.01242, 0.40432], [2.50964, 1.23434, -0.77546], [1.83283, -0.14828, -0.55482], [2.43787, -1.11632, -0.12396], [0.60356, -0.11642, -0.87033], [2.50411, 4.36439, 3.38889], [1.38991, 3.36611, 2.43547], [2.53539, 4.40467, 1.61675], [4.28247, 3.13678, 4.35624], [6.02173, -0.20117, 2.33911], [4.42200, 0.05735, 0.51079], [3.51867, 1.09209, -1.18073], [1.89379, 1.80787, -1.47801]], "spin_multiplicity": 5, "orbital_gap_ev": [4.8, 5.8], "largest_force_ev_per_a": 8.66, "charge": -1, "total_energy_ha": -13465.0414, "e_homo_ev": [-3.40, -4.30]}


Record 3
{"formula": "C32H27F9MoNO2PSe", "method": "wB97M-V/def2-TZVPD", "symbols": ["Mo", "O", "N", "C", "C", "C", "C", "C", "C", "C", "P", "C", "C", "C", "C", "C", "C", "C", "C", "C", "C", "C", "C", "H", "H", "H", "H", "H", "H", "H", "H", "H", "H", "H", "H", "H", "H", "H", "H", "F", "C", "F", "F", "C", "O", "C", "F", "F", "F", "C", "F", "F", "F", "C", "C", "C", "C", "C", "C", "Se", "C", "C", "C", "H", "H", "H", "H", "H", "H", "H", "H", "H", "H", "H"], "coordinates": [[0.32328, -0.76625, -0.67389], [-0.65155, -2.02564, 1.48450], [-0.40390, -0.67370, 1.25819], [-0.73214, 0.17160, 2.16308], [-0.60860, 1.61757, 2.07690], [-1.23762, 2.31329, 3.10778], [-1.26342, 3.70268, 3.11563], [-0.65322, 4.39996, 2.09071], [-0.00670, 3.71831, 1.05794], [0.03106, 2.33597, 1.03809], [0.96612, 1.53484, -0.29282], [1.07352, 2.65792, -1.68205], [2.23272, 3.39935, -1.91072], [2.26238, 4.30529, -2.95903], [1.14814, 4.47086, -3.77073], [-0.00780, 3.73455, -3.54029], [-0.04847, 2.82461, -2.49797], [2.61768, 1.18548, 0.34290], [2.91295, 1.34425, 1.69981], [4.19003, 1.06645, 2.16004], [5.17059, 0.64423, 1.27157], [4.87934, 0.48889, -0.07805], [3.60367, 0.74619, -0.54611], [-0.31018, -2.28971, 2.35783], [-1.18352, -0.23199, 3.06739], [-1.72160, 1.76224, 3.90456], [-1.75981, 4.22947, 3.91865], [-0.66946, 5.48154, 2.08603], [0.46695, 4.28168, 0.26387], [3.10587, 3.27315, -1.28251], [3.15960, 4.88038, -3.14235], [1.18082, 5.17563, -4.59064], [-0.87188, 3.86687, -4.17681], [-0.95103, 2.25492, -2.31564], [2.16339, 1.71019, 2.38959], [4.42507, 1.19527, 3.20761], [6.17046, 0.44108, 1.63090], [5.64756, 0.16214, -0.76551], [3.38320, 0.62273, -1.60144], [0.77892, -4.41728, 0.00589], [2.00871, -3.89675, -0.03670], [2.89349, -4.85110, 0.17195], [2.08565, -3.00309, 0.97093], [2.24704, -3.16537, -1.38867], [1.57800, -1.95170, -1.35879], [3.76920, -2.87179, -1.57994], [4.30631, -2.49046, -0.41696], [4.40683, -3.94460, -2.01715], [3.93242, -1.87653, -2.44904], [1.69420, -4.00015, -2.58188], [2.01889, -5.27747, -2.45492], [0.36182, -3.89015, -2.61449], [2.17491, -3.52840, -3.72635], [-5.88456, -2.25008, 2.47953], [-4.83956, -1.85403, 1.47766], [-4.15432, -2.81482, 0.74422], [-3.21097, -2.47500, -0.22043], [-2.48658, -3.55233, -0.97344], [-2.97460, -1.11566, -0.42681], [-1.72339, -0.56033, -1.79481], [-3.66189, -0.10859, 0.25676], [-3.50034, 1.35273, -0.06368], [-4.57704, -0.50857, 1.22123], [-5.74689, -3.27575, 2.81590], [-6.87656, -2.17970, 2.02902], [-5.87470, -1.59147, 3.34730], [-4.36317, -3.86385, 0.91744], [-2.93199, -4.52440, -0.77451], [-1.43768, -3.60152, -0.67469], [-2.51444, -3.38412, -2.05202], [-2.45504, 1.66799, -0.06249], [-4.04052, 1.96356, 0.65728], [-3.90201, 1.57838, -1.05477], [-5.13363, 0.25007, 1.76040]], "spin_multiplicity": 3, "orbital_gap_ev": [6.2, 6.2], "largest_force_ev_per_a": 0.40, "charge": 2, "total_energy_ha": -5150.0955, "e_homo_ev": [-14.06, -14.02]}


Record-wise energy relative to the best compared isomer or geometry (same formula, charge and spin) values, in kJ/mol: 115.7, 534.9, 57.1